Record 1
Computed, not measured: 2 unconnected molecules or ions with the total composition C4H5NOS2 in a non-equilibrium geometry, with ωB97M-V with the def2-TZVPD basis set.

Properties
HOMO energy = -8.752 eV
SMILES = C=CC=S.O=C=NS
Orbital gap = 7.88 eV

The geometry in XYZ format:
```
13
Properties=species:S:1:pos:R:3:forces:R:3
S -3.44779 0.86089 0.17628 -0.2041 0.1328 -0.0485
S 0.78382 2.19128 -0.54532 0.0698 -0.0807 0.3873
O -1.20171 -2.17491 -0.43287 0.1265 -1.0984 -0.5426
N -2.10648 -0.12924 0.26092 -0.1369 0.2762 0.0871
C 1.28228 1.11725 0.57524 -0.3707 1.1952 -0.5190
C 1.49326 -0.82949 -0.88314 0.0880 0.0375 0.2992
C 1.56321 -0.26930 0.32860 0.1566 -0.8091 -0.2587
C -1.73716 -1.18507 -0.16034 0.2306 0.5135 0.4887
H 1.41985 1.47785 1.59124 0.0239 -0.1149 0.0734
H -2.80690 1.91565 0.68949 -0.0375 0.1171 0.0046
H 1.70470 -1.87235 -1.04825 0.0355 -0.1612 0.1092
H 1.21230 -0.24632 -1.74642 -0.0280 0.1354 -0.0662
H 1.84062 -0.85624 1.19458 0.0462 -0.1435 -0.0144
```
Positions in Å, forces in eV/Å.

The natural (NBO) scheme yields these atomic charges, measured in e: 0.25, 0.01, -0.51, -0.72, -0.28, -0.24, -0.32, 0.86, 0.20, 0.12, 0.21, 0.21, 0.21

---

Record 2
Computed, not measured: a single C4H5NOS2 molecule in a non-equilibrium geometry, with ωB97M-V with the def2-TZVPD basis set.

Properties
HOMO energy = -9.024 eV
SMILES = C=CC(=S)O/C=N/S
Orbital gap = 8.11 eV

The geometry in XYZ format:
```
13
Properties=species:S:1:pos:R:3:forces:R:3
S 3.33305 2.21683 -0.56740 -0.7712 -1.7322 -0.9130
S -1.93835 1.56024 1.05059 0.3825 -1.3189 -0.8124
O 0.02202 0.14102 -0.14485 0.1399 1.2331 0.1194
N 2.03411 1.04159 -0.67371 -1.7480 0.5950 1.8922
C -1.78883 -1.10645 0.35438 -1.2735 1.0618 -0.5196
C -1.25702 0.20600 0.36026 1.7149 2.5065 0.5972
C 0.88086 1.24876 -0.11998 1.6280 -0.6444 -1.9885
C -1.14230 -2.18592 0.05814 0.7065 -5.0682 1.5747
H -1.79529 -3.18507 0.39810 2.1693 2.3988 -1.6390
H -0.02768 -2.25821 -0.10648 -1.6051 0.0189 -0.0076
H 0.42092 2.18971 0.16806 0.1499 -0.1330 0.4928
H -2.81955 -1.17766 0.51114 -1.3970 0.0499 0.6657
H 4.07808 1.30917 -1.28827 -0.0962 1.0326 0.5381
```
Positions in Å, forces in eV/Å.

The natural (NBO) scheme yields these atomic charges, measured in e: 0.17, -0.07, -0.50, -0.56, -0.34, 0.22, 0.35, -0.27, 0.21, 0.23, 0.19, 0.23, 0.14

---

Record 3
Computed, not measured: a molecular structure, C4H5NOS2 in a non-equilibrium geometry, with ωB97M-V with the def2-TZVPD basis set.

Properties
HOMO energy = -8.329 eV
Orbital gap = 7.85 eV

The geometry in XYZ format:
```
13
Properties=species:S:1:pos:R:3:forces:R:3
S -0.06121 0.77781 -2.07619 -0.0773 -1.4826 3.6363
S 0.97562 3.29139 -0.60835 -0.3380 -0.1984 -0.6607
O -0.56600 -0.62506 1.84277 2.9677 -0.7311 0.8228
N -0.19164 1.32364 0.55304 -0.0668 -1.0399 -1.0544
C 0.18560 1.82748 -0.63456 0.9341 0.5471 -0.4827
C -0.75549 -0.05926 0.60367 -0.9349 0.8149 0.7794
C 0.40285 -2.00258 -0.92357 -0.4389 1.0181 2.4383
C -0.15832 -0.86610 -0.49119 0.8953 1.5593 -4.2847
H -1.85105 0.00574 0.55761 0.1854 -0.0144 -0.6506
H 0.46031 -2.87184 -0.22695 -0.0821 0.6200 -0.7086
H 0.11330 1.94373 1.31329 -0.6015 -0.9569 0.1245
H 1.00638 -1.97637 -1.81748 -0.3624 -0.3009 -0.2354
H 0.43965 -0.76857 1.90792 -2.0805 0.1649 0.2758
```
Positions in Å, forces in eV/Å.

The natural (NBO) scheme yields these atomic charges, measured in e: 0.14, -0.17, -0.67, -0.64, -0.06, 0.15, -0.44, 0.08, 0.21, 0.23, 0.44, 0.25, 0.47

---

Record 4
Computed, not measured: a molecular structure, C4H5NS in a non-equilibrium geometry, with ωB97M-V with the def2-TZVPD basis set.

Properties
HOMO energy = -9.588 eV
Orbital gap = 9.85 eV

The geometry in XYZ format:
```
11
Properties=species:S:1:pos:R:3:forces:R:3
S 1.75228 -0.74721 -0.67803 0.3116 0.6942 -0.5232
N 1.15908 1.19952 0.68616 -1.1112 0.2083 -0.3153
C 2.46126 0.77048 0.24008 -1.0676 -2.1396 0.1894
C -1.44708 -0.55241 -0.07268 0.8459 2.2719 0.2911
C 0.56107 0.28611 0.04532 -3.9344 -1.2337 -0.2636
C -2.75579 -0.45320 -0.38159 3.2111 2.1307 -0.9132
H -1.27153 -1.31167 0.59311 1.2215 -2.1354 1.1661
H -3.29886 -1.32899 -0.17803 -1.0581 -0.7339 0.3220
H 2.97715 1.47349 -0.32119 0.9768 1.0989 -1.1467
H -3.13985 0.40852 -0.91314 -0.4021 -0.2663 -0.0818
H 3.00227 0.25536 0.98000 1.0064 0.1049 1.2753
```
Positions in Å, forces in eV/Å.

The natural (NBO) scheme yields these atomic charges, measured in e: 0.15, -0.49, -0.25, -0.14, 0.15, -0.44, 0.15, 0.22, 0.22, 0.21, 0.21

---

Record 5
Computed, not measured: a single C4H5NS molecule in a non-equilibrium geometry, with ωB97M-V with the def2-TZVPD basis set.

Properties
HOMO energy (alpha / beta) = -8.334 / -8.244 eV
Orbital gap (alpha / beta) = 7.31 / 7.16 eV

The geometry in XYZ format:
```
11
Properties=species:S:1:pos:R:3:forces:R:3
S 0.37861 1.01334 0.53981 0.1239 -0.3814 0.0895
N 1.17766 1.05860 1.87084 0.4933 0.3065 0.7915
C -0.34887 -1.04624 -1.49764 2.6059 3.9867 2.6325
C -0.66377 -0.33672 0.74289 -1.5854 0.5238 1.9034
C -0.99808 -1.11090 -0.35030 -1.2750 -1.0745 1.8960
C 1.17426 0.66037 -0.94845 -2.1375 -1.3178 -2.0923
H -1.80017 -1.81386 -0.00442 0.6277 0.0909 -1.1879
H 1.53751 1.96792 2.17964 -0.4222 -0.2182 -0.6973
H -1.28468 -0.45074 1.72430 1.7026 0.5070 -1.7806
H -0.36604 -1.36749 -2.44595 -0.1312 -1.2432 -3.0698
H 1.19357 1.42573 -1.81071 -0.0021 -1.1799 1.5150
```
Positions in Å, forces in eV/Å.

The natural (NBO) scheme yields these atomic charges, measured in e: 1.16, -1.12, -0.02, -0.38, -0.38, -0.51, 0.24, 0.37, 0.25, 0.18, 0.21

---

Record 6
Computed, not measured: a single C4H5NS molecule in a non-equilibrium geometry, with ωB97M-V with the def2-TZVPD basis set.

Properties
HOMO energy = -7.835 eV
SMILES = C1=[S@@]23=NC[C@]12C3
Orbital gap = 7.77 eV

The geometry in XYZ format:
```
11
Properties=species:S:1:pos:R:3:forces:R:3
S -1.33329 0.21898 0.62114 0.1768 -0.4999 1.7053
N 0.19201 0.41751 1.41609 -0.5766 1.8028 -0.0059
C -0.57410 -1.30332 -0.02856 -0.3521 -2.3026 -1.4308
C -1.03448 0.74382 -1.04724 0.1731 -3.7576 0.2952
C 0.06369 -0.06815 -0.62932 1.1109 0.1873 -0.4736
C 1.12988 0.55518 0.23563 0.1216 -1.1832 2.1796
H -0.00522 -1.90716 0.75490 -1.0270 1.2128 -1.0171
H 2.01723 0.02493 0.62289 -0.3286 -0.4208 -1.0401
H -0.78143 1.69969 -1.25952 0.3933 3.1951 -0.3532
H -1.13036 -1.94924 -0.78940 0.6433 1.1207 1.0162
H 1.45607 1.56775 0.10338 -0.3347 0.6453 -0.8755
```
Positions in Å, forces in eV/Å.

The natural (NBO) scheme yields these atomic charges, measured in e: 1.06, -0.81, -0.55, -0.59, 0.09, -0.32, 0.26, 0.22, 0.20, 0.24, 0.20

---

Record 7
Computed, not measured: a molecular structure, C4H5NS in a non-equilibrium geometry, with ωB97M-V with the def2-TZVPD basis set.

Properties
HOMO energy (alpha / beta) = -8.297 / -8.297 eV
Orbital gap (alpha / beta) = 7.93 / 7.93 eV

The geometry in XYZ format:
```
11
Properties=species:S:1:pos:R:3:forces:R:3
S 0.10384 2.66846 1.69697 -1.0189 -1.7574 5.2281
N -0.18632 3.07568 0.29068 0.2945 -1.7967 -4.8377
C -0.47471 1.04258 1.85136 1.3429 2.0372 0.9263
C -0.32078 0.27982 0.71340 -0.3561 7.3030 -0.8120
C -0.15826 -0.96337 0.60240 0.1095 -3.7430 -3.4653
C -0.62535 1.88213 -0.35318 -1.3204 -2.4091 0.3861
H -0.65730 1.53253 -1.39457 0.6761 1.4863 -0.0568
H 0.24468 -1.25754 -0.36709 0.0029 -0.6683 0.2523
H -0.87771 -1.57369 1.07251 -0.0410 -1.2600 1.0610
H -1.63252 1.63567 0.05176 0.0565 0.3744 -0.2618
H -0.22024 0.44839 2.69222 0.2540 0.4336 1.5800
```
Positions in Å, forces in eV/Å.

The natural (NBO) scheme yields these atomic charges, measured in e: 0.94, -0.70, -0.58, 0.02, -0.51, -0.27, 0.23, 0.21, 0.22, 0.20, 0.23

---

Record 8
Computed, not measured: a single C4H5NS molecule in a non-equilibrium geometry, with ωB97M-V with the def2-TZVPD basis set.

Properties
HOMO energy = -9.743 eV
SMILES = C=C[C@H](S)C#N
Orbital gap = 10.19 eV

The geometry in XYZ format:
```
11
Properties=species:S:1:pos:R:3:forces:R:3
S -0.04184 0.66604 2.14324 -1.7328 0.2787 -0.6785
N -2.90583 0.55871 -0.41953 -2.4459 0.0856 -0.6284
C 0.12230 -0.66223 -0.18662 0.3663 -3.0615 -1.1012
C 1.19187 -0.82402 -0.99709 -0.6579 1.4917 1.1596
C -1.86984 0.68786 0.01234 2.4366 -0.7128 0.6549
C -0.42288 0.60699 0.28562 -1.6691 0.4723 1.7153
H 1.57514 -1.76476 -1.39085 -0.2348 0.2466 0.3576
H -0.08914 1.51322 -0.15020 1.1847 0.6678 -0.4527
H 1.75655 0.11134 -1.17853 -0.2193 -0.7471 -0.4517
H 1.14658 0.66861 1.67193 2.1195 0.0056 0.2203
H -0.46291 -1.56176 0.20969 0.8527 1.2732 -0.7953
```
Positions in Å, forces in eV/Å.

The natural (NBO) scheme yields these atomic charges, measured in e: 0.02, -0.29, -0.20, -0.38, 0.27, -0.43, 0.22, 0.26, 0.19, 0.11, 0.23

---

Record 9
Computed, not measured: a single C4H5NS molecule in a non-equilibrium geometry, with ωB97M-V with the def2-TZVPD basis set.

Properties
HOMO energy = -8.621 eV
SMILES = C1=NS[C@@H]2C[C@H]12
Orbital gap = 9.60 eV

The geometry in XYZ format:
```
11
Properties=species:S:1:pos:R:3:forces:R:3
S -1.28957 -0.60162 0.01659 1.6936 0.2035 0.5782
N -0.93886 1.04484 0.27596 -5.0861 -0.5960 0.9808
C 0.45320 -1.01694 -0.33782 1.0922 2.0508 -0.7477
C 0.16391 1.43945 -0.06107 2.3380 0.8220 -0.2792
C 1.13557 0.47737 -0.41952 2.5664 -2.7530 -3.4017
C 1.63628 -0.53169 0.55823 -0.7702 -1.1745 2.2037
H 1.50228 -0.37351 1.72058 -0.3765 -0.0522 -2.5468
H 0.42619 2.47015 -0.12550 -0.1214 0.9130 0.2789
H 1.69659 0.67644 -1.42434 -0.5992 -0.3219 2.1668
H 2.58527 -1.09335 0.48385 -0.5347 0.6330 -0.6956
H 0.66100 -1.57674 -1.29071 -0.2020 0.2752 1.4625
```
Positions in Å, forces in eV/Å.

The natural (NBO) scheme yields these atomic charges, measured in e: 0.45, -0.53, -0.41, 0.06, -0.29, -0.42, 0.24, 0.20, 0.23, 0.24, 0.24

---

Record 10
Computed, not measured: a single C4H5NS2 molecule in a non-equilibrium geometry, with ωB97M-V with the def2-TZVPD basis set.

Properties
HOMO energy = -8.141 eV
SMILES = S/N=C1\CC=CS1
Orbital gap = 8.97 eV

The geometry in XYZ format:
```
12
Properties=species:S:1:pos:R:3:forces:R:3
S 0.99972 0.26314 1.77916 0.2377 -0.3673 0.0558
S -2.78343 -0.45438 0.14318 -1.0140 -0.2283 0.5745
N -1.51408 -0.32839 1.24896 -1.0939 0.2190 0.7583
C -0.05511 -0.05131 -0.77088 0.0439 0.7137 1.8427
C 1.38760 0.23150 -0.78779 1.0882 -0.3829 -0.3870
C 2.05360 0.28893 0.37179 -0.3104 0.6135 -1.1562
C -0.40979 -0.04146 0.75107 1.0723 0.0510 -1.5048
H -0.54433 0.72926 -1.36121 -0.5445 -0.2093 0.2094
H -0.33540 -1.04312 -1.11765 0.0021 -0.0943 -0.3943
H 3.12053 0.51504 0.38935 -0.4076 -0.0771 0.4885
H -3.75102 -0.53538 1.11072 0.5124 -0.0389 -0.6395
H 1.83172 0.42617 -1.75673 0.4140 -0.1990 0.1526
```
Positions in Å, forces in eV/Å.

The natural (NBO) scheme yields these atomic charges, measured in e: 0.32, 0.16, -0.58, -0.54, -0.21, -0.37, 0.13, 0.25, 0.25, 0.24, 0.13, 0.21

---

Let's list electronic energy in order: -29434.93875, -29434.09673, -29434.52750, -16548.73940, -16545.37262, -16547.01870, -16548.44409, -16552.47551, -16551.83569, -27388.27808 eV.
Let's list relative energy (zero: lowest compared OMol25 entry of this formula, charge and spin) in order: 49.7, 69.1, 59.2, 122.8, 200.4, 162.5, 129.6, 36.7, 51.4, 33.2 kcal per mole.